No. 1
Density functional theory data (wB97M-V/def2-TZVPD) for 2 unconnected molecules or ions with the total composition C21H23N2O in a non-equilibrium geometry.

Structure (XYZ):
```
47
Properties=species:S:1:pos:R:3:forces:R:3:mulliken_charge:R:1
C -0.9530 4.8094 -3.8874 -0.034 -0.007 -0.012 -0.474
C 0.2811 4.6641 -3.2504 0.202 -0.137 -0.063 -0.475
C 1.0214 3.4855 -3.3932 -0.653 -0.300 -0.418 -0.355
C 0.4924 2.4632 -4.1911 -0.618 0.364 0.505 0.520
O 1.1306 1.2217 -4.2585 0.473 -0.992 0.381 -0.458
C 1.0447 0.3916 -3.1413 -0.576 1.158 -0.412 -0.001
C 0.0021 -0.5406 -3.0709 0.242 0.220 0.350 -0.471
C -0.2105 -1.2049 -1.8761 0.003 -0.101 0.205 -0.719
C 0.6276 -1.0067 -0.7335 0.089 -0.001 -0.965 0.696
C 0.2732 -1.7202 0.4655 -0.142 -0.795 0.039 -0.863
C 1.0318 -1.8643 1.6725 0.919 -0.643 0.967 0.981
C 0.8351 -3.0427 2.4542 -0.210 0.637 -0.728 -0.488
C 1.4748 -3.1974 3.6696 0.257 0.092 0.442 -0.622
C 2.3674 -2.2206 4.1319 -0.364 -0.056 -0.359 -0.467
C 2.6106 -1.0821 3.3530 -0.171 0.157 -0.045 -0.911
C 1.9293 -0.8732 2.1563 -0.204 -0.586 -0.088 -0.318
C 1.8110 -0.2399 -0.9471 -0.299 0.198 0.016 -0.621
C 1.9613 0.5283 -2.0982 -0.246 -0.522 0.150 -0.324
C -0.7196 2.6088 -4.8781 0.370 0.184 0.649 -0.340
C -1.4558 3.7823 -4.6912 0.194 -0.086 -0.223 -0.404
H -1.5263 5.7327 -3.7626 0.225 -0.371 -0.027 0.372
H 0.6886 5.4662 -2.6315 -0.206 -0.202 -0.215 0.356
H 1.9703 3.3271 -2.8910 -0.127 0.168 -0.058 0.316
H -0.6485 -0.6734 -3.9257 0.043 -0.040 0.057 0.453
H -1.0184 -1.9489 -1.8324 0.235 0.463 0.137 0.342
H -0.5073 -2.4704 0.3104 0.624 -0.127 -0.009 0.646
H 0.1912 -3.8359 2.0550 0.201 0.382 0.271 0.367
H 1.2659 -4.0803 4.2765 0.162 0.241 -0.205 0.409
H 2.8480 -2.3362 5.1019 -0.027 -0.001 -0.289 0.413
H 3.3207 -0.3302 3.6934 -0.193 -0.163 -0.010 0.390
H 2.0750 0.0428 1.5794 -0.004 -0.276 0.432 0.459
H 2.6393 -0.2713 -0.2425 -0.399 0.210 -0.027 0.693
H 2.7712 1.2382 -2.2020 0.136 -0.255 -0.033 0.585
H -1.0755 1.7854 -5.4913 0.001 0.180 0.080 0.441
H -2.4235 3.8814 -5.1916 0.380 0.068 0.196 0.351
C -3.2676 -1.7817 2.5487 0.149 0.251 0.176 -0.958
N -1.9020 -1.3010 2.7189 0.251 -0.959 0.590 0.407
C -1.6204 -0.5908 3.9662 -0.305 -0.036 -0.218 -0.929
N -1.3915 -0.7355 1.5966 0.838 1.029 -1.838 -0.699
H -3.4880 -2.4138 3.4120 -0.087 -0.047 -0.308 0.337
H -3.9916 -0.9511 2.5252 0.080 -0.133 -0.104 0.320
H -3.3286 -2.3613 1.6178 -0.105 0.047 0.348 0.338
H -1.9596 -1.2555 4.7663 0.259 0.207 -0.039 0.339
H -0.5419 -0.4051 4.0698 -0.348 -0.100 -0.027 0.262
H -2.1910 0.3541 4.0415 0.243 -0.166 -0.082 0.324
H -0.6298 -0.0436 1.7164 -1.445 -0.371 -0.418 0.396
H -1.8140 -1.0041 0.6887 0.191 1.218 1.229 0.386
```
Forces are in eV/Å.

As for the charge: +1. The value obtained for the relative energy (zero: lowest compared OMol25 entry of this formula, charge and spin) is 322.0 kJ/mol. The multiplicity is 1. The calculation puts the HOMO-LUMO gap at 6.2562 eV. Its HOMO energy is -11.0 eV. For the total energy, the calculation gives -998.418770 a.u.



No. 2
Density functional theory data (wB97M-V/def2-TZVPD) for a molecular structure, C21H23N2O13P2S2Tc.

Structure (XYZ):
```
64
Properties=species:S:1:pos:R:3:forces:R:3:mulliken_charge:R:1
Tc 0.7549 -1.1353 -0.6765 0.082 -0.081 0.442 0.910
O 4.4769 -1.2072 0.8200 0.078 -0.004 -0.054 -0.529
P 3.2949 -1.1165 -0.1712 -0.025 0.176 -0.182 0.857
O 2.4677 -2.3855 -0.4448 -0.038 0.048 0.004 -0.771
O 2.2742 -0.0328 0.1641 0.093 0.036 0.033 -0.197
O 3.9583 -0.7730 -1.5866 0.138 -0.072 0.062 -0.410
P 3.0154 -1.0440 -2.9097 -0.276 0.240 0.043 0.822
O 3.0807 -2.6123 -3.0982 0.073 -0.101 0.000 -0.574
O 3.4647 -0.3020 -4.0755 0.040 0.039 0.026 -0.770
O 1.5618 -0.7150 -2.3915 0.256 -0.131 -0.350 -0.304
H 4.1672 -1.0217 1.7380 -0.146 -0.021 0.124 0.258
H 2.8888 -3.0496 -2.2478 -0.028 0.032 -0.007 0.440
O 2.2714 1.4302 2.9349 -0.169 -0.021 -0.017 -0.800
S 2.6938 0.0942 3.4730 0.150 0.076 0.005 0.593
O 3.3911 0.2015 4.7751 -0.076 0.039 -0.100 -0.706
O -0.1698 0.8266 1.6694 -0.033 0.208 -0.028 0.451
C 0.9967 -0.4782 4.0399 -0.073 -0.186 -0.042 -0.255
C 0.4649 0.3297 5.0412 0.110 0.015 0.019 -0.533
C -0.8060 0.1174 5.5360 -0.058 -0.001 -0.007 -0.655
C -1.5939 -0.9151 5.0325 -0.011 0.014 0.007 -0.522
C -1.0910 -1.7285 4.0381 0.041 0.043 0.002 -0.796
C 0.1988 -1.5058 3.5521 -0.097 -0.006 0.087 0.587
S 0.7115 -2.5808 2.2570 0.000 0.113 -0.074 1.422
O -0.0425 -3.7983 2.3140 0.021 0.003 0.028 -0.721
O 2.1419 -2.6514 2.2524 -0.052 0.005 -0.076 -0.666
O 0.1689 -1.7961 1.0016 -0.105 -0.162 0.154 -0.915
H 1.0830 1.1381 5.4137 0.016 -0.031 0.025 0.415
H -1.1927 0.7582 6.3199 -0.001 0.009 -0.007 0.373
H -2.5927 -1.0836 5.4152 0.004 -0.001 0.013 0.379
H -1.6774 -2.5407 3.6305 0.018 -0.009 -0.006 0.434
C -1.4100 1.8006 -4.6142 -0.015 -0.004 -0.015 -1.347
C -0.1979 1.5514 -3.7144 0.030 -0.003 -0.003 -0.347
C -0.2964 2.3009 -2.4058 -0.046 0.046 0.015 0.781
C -0.1184 3.6839 -2.4380 -0.013 -0.006 -0.010 -0.719
C -0.2428 4.4521 -1.2986 0.007 0.006 0.005 -1.160
C -0.5554 3.8392 -0.0951 -0.004 -0.040 0.023 -1.080
C -0.7334 2.4662 -0.0096 0.022 0.018 -0.031 0.848
C -1.0590 1.8641 1.3457 0.071 -0.062 0.051 -0.248
C -2.4743 1.3130 1.4444 -0.046 0.011 -0.002 -1.412
C -0.5920 1.7014 -1.1760 0.037 -0.077 0.039 0.233
N -0.7325 0.2656 -1.1429 -0.046 -0.001 -0.002 1.912
C -1.7680 -0.2569 -1.7346 -0.053 -0.027 -0.005 -0.204
C -1.7823 -1.6481 -1.9593 0.093 0.096 0.021 -0.881
C -2.6405 -2.5516 -2.5762 -0.001 -0.069 0.007 -1.044
C -1.9810 -3.7878 -2.5513 -0.060 0.013 -0.015 -0.826
C -0.7513 -3.5858 -1.9271 0.006 0.042 0.080 -0.610
N -0.6276 -2.2979 -1.5695 -0.188 -0.126 -0.236 1.116
H -1.2753 1.3214 -5.5851 0.004 -0.004 0.008 0.417
H -1.5676 2.8679 -4.7801 0.012 -0.004 -0.004 0.370
H -2.3259 1.4026 -4.1711 0.003 0.007 0.008 0.285
H 0.7073 1.8802 -4.2300 0.001 0.008 0.012 0.594
H -0.0663 0.4862 -3.5519 0.006 -0.023 0.007 -0.162
H 0.1341 4.1511 -3.3835 -0.002 -0.003 0.005 0.479
H -0.0833 5.5222 -1.3398 -0.002 -0.004 -0.004 0.396
H -0.6411 4.4284 0.8104 -0.003 0.006 -0.011 0.420
H -0.9690 2.6773 2.0773 0.024 0.001 -0.012 0.544
H 0.6724 1.1996 2.0124 0.178 -0.063 -0.002 -0.213
H -3.2114 2.0714 1.1719 0.009 0.001 -0.007 0.379
H -2.6566 0.9891 2.4699 0.012 0.007 0.001 0.382
H -2.6017 0.4448 0.7986 0.026 -0.016 -0.029 0.171
H -2.5788 0.3851 -2.0689 0.001 -0.003 -0.004 0.611
H -3.6137 -2.3351 -2.9877 0.010 0.000 0.000 0.509
H -2.3483 -4.7258 -2.9346 0.004 0.006 0.003 0.435
H 0.0263 -4.2994 -1.7018 -0.009 -0.003 -0.020 0.555
```
Forces are in eV/Å.

As for the charge: -1. The value obtained for the relative energy (zero: lowest compared OMol25 entry of this formula, charge and spin) is 0.0 kJ/mol. The multiplicity is 2. The calculation puts the HOMO-LUMO gap (alpha / beta) at 5.4572 / 5.6489 eV. Its HOMO energy (alpha / beta) is -5.0 / -5.0 eV. For the total energy, the calculation gives -3461.969600 a.u.



No. 3
Density functional theory data (wB97M-V/def2-TZVPD) for a molecular structure, C21H23N2OPtS3Si in a non-equilibrium geometry.

Structure (XYZ):
```
52
Properties=species:S:1:pos:R:3:forces:R:3:mulliken_charge:R:1
Pt 12.9425 8.0459 9.4894 -0.343 0.588 -0.109 1.618
S 15.8879 7.1470 12.7024 0.516 -0.297 -0.041 -0.364
C 14.8131 7.3978 11.4957 -0.584 0.391 0.719 0.180
S 13.3059 8.2261 11.7148 0.241 0.488 2.632 -0.603
S 14.8592 6.9718 9.8168 2.315 -1.412 -0.398 -0.494
N 12.3430 7.6351 7.4957 -0.987 0.143 -3.300 -0.670
C 10.9527 7.1061 7.3319 0.755 0.203 1.136 -0.107
C 10.6860 6.3416 8.6356 -1.696 -0.283 -0.829 -0.673
N 10.9045 7.2406 9.7671 -0.780 -0.953 1.365 -0.672
H 12.4450 8.5038 6.9592 -0.065 -0.222 0.352 0.228
H 13.0139 6.9888 7.1235 0.205 -0.436 -0.321 0.347
H 10.7986 6.4539 6.4830 0.239 -0.274 -0.328 0.438
H 10.2428 7.9356 7.2078 0.375 -0.061 0.297 -0.063
H 11.2814 5.4000 8.6779 0.051 0.995 0.335 0.332
H 9.6387 5.9885 8.5573 0.170 0.081 0.263 0.355
H 10.8341 6.7423 10.6756 0.249 0.478 -0.859 0.327
H 10.3105 8.0853 9.8366 0.320 -0.651 -0.603 0.143
O 11.7747 9.7308 8.9080 -1.697 1.854 -0.051 -0.028
Si 11.2776 11.2606 8.8976 1.514 -0.799 0.382 -1.554
C 12.0829 12.3605 10.1982 0.765 -0.753 -0.653 0.814
C 11.8238 13.7222 10.2774 -0.255 -0.528 0.223 -0.455
C 12.4749 14.4528 11.2477 -0.103 0.126 0.296 -0.937
C 13.4549 13.8984 12.0367 1.350 -0.662 0.006 -0.421
C 13.8818 12.5767 11.8227 0.046 1.102 0.267 -0.622
C 13.1544 11.8116 10.9244 -0.116 -0.143 0.668 -0.206
C 11.9579 11.9222 7.2426 -0.863 0.274 0.687 0.457
C 13.2860 11.6276 6.9365 1.000 -0.235 0.178 -0.146
C 13.8921 12.1739 5.8060 -0.105 -0.221 0.033 -0.494
C 13.1178 12.8889 4.8970 -0.725 0.535 -0.062 -0.458
C 11.7705 13.2021 5.1851 0.881 -1.149 1.759 -0.641
C 11.2192 12.7668 6.4091 1.289 0.046 -0.624 -0.252
C 9.4405 11.5729 9.1465 0.475 0.411 1.036 0.472
C 8.8732 12.5789 9.9604 -0.090 0.578 -0.591 -0.463
C 7.5335 12.8830 9.7906 -0.460 -1.199 -0.090 -0.567
C 6.6436 12.0511 9.0699 2.044 1.146 0.130 -0.633
C 7.2195 11.0096 8.3710 -1.238 -0.490 0.569 -0.535
C 8.5739 10.7664 8.4566 0.034 -0.395 -1.123 -0.068
H 11.0444 14.1405 9.6417 0.300 0.232 0.154 0.619
H 12.2096 15.4512 11.4687 -0.326 1.120 -0.113 0.405
H 14.0071 14.5121 12.7526 -0.326 -0.079 -0.122 0.331
H 14.7927 12.2400 12.3460 -0.781 -0.226 -0.263 0.384
H 13.3756 10.7504 10.9057 -0.035 -0.008 -0.473 0.000
H 13.9381 11.0158 7.6101 -0.925 0.503 -0.432 0.249
H 14.9728 12.0398 5.6502 -0.604 -0.023 -0.089 0.370
H 13.5874 13.2606 3.9930 -0.117 0.040 -0.035 0.343
H 11.1165 13.7786 4.5969 -0.225 0.775 -1.149 0.430
H 10.2778 13.1711 6.7596 -0.292 -0.276 -0.241 0.352
H 9.4053 13.2544 10.6605 0.061 -0.817 -0.799 0.520
H 7.2099 13.7788 10.2450 -0.750 0.731 0.660 0.411
H 5.6185 12.3226 8.9911 -0.694 -0.017 -0.086 0.394
H 6.5547 10.3450 7.8401 0.105 -0.200 -0.294 0.365
H 9.0057 9.9539 7.8781 -0.116 -0.029 -0.067 0.241
```
Forces are in eV/Å.

As for the charge: -1. The value obtained for the relative energy (zero: lowest compared OMol25 entry of this formula, charge and spin) is 30.2 kJ/mol. The multiplicity is 3. The calculation puts the HOMO-LUMO gap (alpha / beta) at 3.6433 / 6.2347 eV. Its HOMO energy (alpha / beta) is -1.4 / -4.0 eV. For the total energy, the calculation gives -2602.216050 a.u.